DFT (ωB97M-V/def2-TZVPD) results for a structure of composition C29H17BrCuIN5OTe.

Results
Kohn-Sham gap (spin up / spin down) = 4.3 / 5.0 eV
ΔE to the lowest compared entry with this formula, charge and spin = 0.0 kcal per mole
LUMO energy (spin up / spin down) = 3.84 / 3.84 eV
Total charge = -2
HOMO level (spin up / spin down) = -0.01850 / -0.04132 Ha
Multiplicity = 2
Expectation value of S² = 0.773

Geometry (Å):
Cu: 1.78821 -0.53084 0.88059
Br: -6.74889 0.02437 1.65890
C: -5.78655 -1.39338 0.80623
C: -5.00205 -1.12686 -0.30604
C: -4.27400 -2.13061 -0.91323
C: -4.32972 -3.47888 -0.44683
C: -5.15461 -3.70110 0.69580
C: -5.85640 -2.69011 1.31164
N: -3.77636 -4.55081 -1.05136
N: -2.79372 -4.40906 -1.94383
C: -1.78230 -3.46652 -1.66870
C: -1.28168 -2.68840 -2.69489
C: -0.27127 -1.73421 -2.52095
C: 0.35372 -1.51906 -1.28986
O: 1.26454 -0.62702 -1.08901
C: -0.07676 -2.40443 -0.22716
N: 0.60452 -2.29712 0.94867
C: 0.30151 -3.09060 1.94611
C: -0.71286 -4.06086 1.86377
C: -1.42386 -4.18186 0.70238
C: -1.13198 -3.34537 -0.40175
H: -4.94904 -0.11949 -0.70311
H: -3.67305 -1.88734 -1.77700
H: -5.22028 -4.71552 1.07275
H: -6.46343 -2.90269 2.18367
H: -1.73427 -2.80466 -3.67484
H: 0.04774 -1.12406 -3.35858
H: 0.87623 -2.96558 2.85917
H: -0.91352 -4.69734 2.71685
H: -2.21169 -4.91441 0.58492
I: 1.25852 2.82165 -0.05248
C: -0.47698 1.83294 0.56675
C: -1.72438 2.40449 0.34189
C: -2.83732 1.72384 0.80142
C: -2.66754 0.51532 1.45859
C: -1.38176 0.03365 1.61634
N: -0.29925 0.68321 1.17913
H: -1.80755 3.34787 -0.17851
H: -3.83225 2.12277 0.64336
H: -3.51357 -0.05691 1.81255
H: -1.19457 -0.91606 2.10161
Te: 3.60005 0.06116 2.48203
N: 7.62204 7.64986 -2.75476
C: 7.17670 6.78148 -2.14311
C: 6.62429 5.69829 -1.38258
C: 5.69017 4.83305 -1.95672
C: 5.16493 3.79034 -1.22247
C: 5.55004 3.57785 0.11333
C: 6.49203 4.45723 0.67554
C: 7.01980 5.49775 -0.05800
C: 5.00076 2.50861 0.86060
C: 4.49981 1.59882 1.49343
H: 5.38007 4.98422 -2.98252
H: 4.44862 3.11353 -1.66964
H: 6.79520 4.30137 1.70184
H: 7.74397 6.16751 0.38808